(1)
Entry from the OMol25 dataset: C2H5N5O as an isolated structure at a distorted geometry (the ωB97M-V functional and the def2-TZVPD basis).

Calculated values
LUMO level = 0.0 eV
HOMO = -7.72 eV
Gap between HOMO and LUMO = 7.704 eV
Energy above the lowest of the compared OMol25 structures with the same formula, charge and spin = 492.8 kJ/mol
Total charge = 0
Energy = -428.03543 Ha
Largest force on an atom = 6.837 eV/A

The geometry in XYZ format:
```
13
Properties=species:S:1:pos:R:3:forces:R:3
C 0.66794 0.30587 -0.07477 5.966 0.553 -0.470
C -1.27980 -0.49919 0.09452 -2.708 5.258 -0.809
H 2.44909 -1.80314 0.21531 -0.985 2.082 -0.426
H 3.54854 -0.67443 -0.52524 -1.754 -0.861 2.371
H -3.44932 -0.57934 -0.09399 4.627 -0.833 0.072
H -1.77215 1.42086 0.98349 0.712 -1.496 -2.869
H 0.12297 2.07262 1.00108 0.153 -1.323 -4.754
N 2.71430 -0.77336 0.18957 4.060 -0.548 -2.505
N 2.01595 0.36301 -0.17524 -5.788 -1.220 0.879
N -0.09418 -0.90025 0.09000 0.841 0.097 -0.315
N -1.40699 0.99299 0.01964 -1.118 1.567 1.990
N -0.00750 1.62617 -0.20662 -1.714 -2.304 6.205
O -2.47236 -1.05457 -0.14008 -2.292 -0.973 0.631
```
Positions in Å, forces in eV/Å.

(2)
Entry from the OMol25 dataset: the molecule C2H5NO at a distorted geometry (the ωB97M-V functional and the def2-TZVPD basis).

Calculated values
LUMO level = 0.7 eV
SMILES string = C=NCO
HOMO = -10.12 eV
Gap between HOMO and LUMO = 10.865 eV
Energy above the lowest of the compared OMol25 structures with the same formula, charge and spin = 262.1 kJ/mol
Total charge = 0
Energy = -209.12249 Ha
Largest force on an atom = 7.142 eV/A

The geometry in XYZ format:
```
9
Properties=species:S:1:pos:R:3:forces:R:3
C 0.98085 -0.53016 -0.80409 -1.741 -4.898 2.048
C -0.63306 0.09413 0.79193 -3.270 -0.610 0.892
N 0.12875 -0.86577 0.18470 4.524 1.045 -5.426
O -0.60942 1.44980 0.46596 0.405 -0.241 -3.163
H 1.41220 -1.46807 -1.28472 -0.309 1.168 0.763
H 1.37436 0.31545 -1.32686 -0.616 1.439 0.468
H -0.39286 -0.05415 1.80636 0.206 0.610 1.734
H -1.67484 -0.42653 0.73556 0.975 1.397 -0.091
H -0.58598 1.48529 -0.56885 -0.176 0.091 2.775
```
Positions in Å, forces in eV/Å.

(3)
Entry from the OMol25 dataset: a 2-piece molecular cluster, C2H5NO overall at a distorted geometry (the ωB97M-V functional and the def2-TZVPD basis).

Calculated values
LUMO level (alpha / beta) = 0.1 / -0.4 eV
HOMO (alpha / beta) = -8.96 / -7.96 eV
Gap between HOMO and LUMO (alpha / beta) = 9.074 / 7.589 eV
Energy above the lowest of the compared OMol25 structures with the same formula, charge and spin = 497.8 kJ/mol
Total charge = 0
Energy = -209.03273 Ha
Largest force on an atom = 1.788 eV/A

The geometry in XYZ format:
```
9
Properties=species:S:1:pos:R:3:forces:R:3
C 0.02913 -0.82279 0.02352 0.957 -0.834 0.687
C 1.25011 -0.15783 0.50327 -0.088 -0.170 -0.902
O -1.47541 0.75265 -0.26149 -0.033 1.134 0.196
N 0.95401 1.05063 0.36399 0.430 -0.593 0.485
H -1.58537 0.97746 -1.19649 0.093 0.130 0.220
H -0.61095 1.22176 0.07491 -1.450 -0.513 -0.911
H -0.69862 -1.20113 0.72819 -0.021 0.284 -0.024
H -0.07346 -1.19389 -0.98957 0.130 0.361 0.033
H 2.21057 -0.62685 0.75367 -0.018 0.202 0.216
```
Positions in Å, forces in eV/Å.

(4)
Entry from the OMol25 dataset: an isolated ion of composition C2H5NO and charge +1 at a distorted geometry (the ωB97M-V functional and the def2-TZVPD basis).

Calculated values
LUMO level (alpha / beta) = -4.9 / -9.5 eV
HOMO (alpha / beta) = -16.49 / -15.80 eV
Gap between HOMO and LUMO (alpha / beta) = 11.631 / 6.308 eV
Energy above the lowest of the compared OMol25 structures with the same formula, charge and spin = 112.4 kJ/mol
Total charge = +1
Energy = -208.82128 Ha
Multiplicity = 2
Largest force on an atom = 2.707 eV/A

The geometry in XYZ format:
```
9
Properties=species:S:1:pos:R:3:forces:R:3
O -0.72582 -1.01027 -1.94023 -0.763 0.527 0.113
C -0.63386 -0.07750 -1.22367 1.244 -0.727 -1.231
C -0.12583 -0.37870 0.23878 0.653 1.210 2.331
N 0.43805 0.72843 0.94805 0.449 -1.714 -0.405
H -0.58145 0.97210 -1.56145 -0.538 0.041 0.178
H -0.85954 -0.88554 0.86233 -0.252 0.071 -0.285
H 0.72900 -1.03209 0.07548 0.094 -0.419 -0.644
H 0.38158 0.70383 1.96300 -0.600 0.524 0.014
H 1.37787 0.97974 0.63771 -0.286 0.486 -0.069
```
Positions in Å, forces in eV/Å.

(5)
Entry from the OMol25 dataset: the molecule C2H5NO2 at a distorted geometry (the ωB97M-V functional and the def2-TZVPD basis).

Calculated values
LUMO level = 1.2 eV
SMILES string = CON1CO1
HOMO = -10.07 eV
Gap between HOMO and LUMO = 11.243 eV
Energy above the lowest of the compared OMol25 structures with the same formula, charge and spin = 527.2 kJ/mol
Total charge = 0
Energy = -284.26655 Ha
Largest force on an atom = 4.792 eV/A

The geometry in XYZ format:
```
10
Properties=species:S:1:pos:R:3:forces:R:3
C 0.67630 -2.03049 0.56654 -1.300 -1.224 -0.723
C -0.66112 1.06377 -0.34431 0.247 0.531 -0.675
N -0.19073 -1.13583 -0.20528 -1.537 -0.326 0.507
O 1.17507 -1.09535 -0.24677 3.857 1.265 -2.547
O -0.52738 -0.00008 0.55757 -0.930 -0.350 1.696
H 0.84586 -1.83023 1.57301 -0.164 0.059 1.817
H 0.73080 -3.05105 0.16808 -0.212 0.194 0.496
H -0.10056 0.71790 -1.17754 0.777 0.595 -1.134
H -0.25101 2.01841 0.03675 -0.197 -0.739 0.113
H -1.65884 1.20755 -0.74364 -0.540 -0.005 0.451
```
Positions in Å, forces in eV/Å.

(6)
Entry from the OMol25 dataset: the molecule C2H5NO2 at a distorted geometry (the ωB97M-V functional and the def2-TZVPD basis).

Calculated values
LUMO level = 0.7 eV
SMILES string = NC(=O)CO
HOMO = -9.91 eV
Gap between HOMO and LUMO = 10.610 eV
Energy above the lowest of the compared OMol25 structures with the same formula, charge and spin = 169.8 kJ/mol
Total charge = 0
Energy = -284.40268 Ha
Largest force on an atom = 3.522 eV/A

The geometry in XYZ format:
```
10
Properties=species:S:1:pos:R:3:forces:R:3
N -0.40607 -0.98708 -0.97887 0.177 0.262 0.414
C -0.76231 0.14234 -0.28263 0.813 1.132 -0.072
O -1.85203 0.66781 -0.37000 0.782 -0.183 0.303
C 0.53446 0.84027 0.59778 -1.760 0.629 -1.582
O 1.35578 -0.18404 1.14687 -1.658 0.012 -0.657
H -1.00466 -1.40379 -1.68985 0.108 0.365 0.586
H 0.51561 -1.36812 -0.84240 0.038 0.024 -0.145
H 1.05568 1.41832 -0.14813 0.207 0.461 -0.086
H 0.09972 1.44707 1.40552 -0.027 0.039 -0.532
H 0.46382 -0.57277 1.16171 1.319 -2.742 1.772
```
Positions in Å, forces in eV/Å.

(7)
Entry from the OMol25 dataset: the molecule C2H5NO2 at a distorted geometry (the ωB97M-V functional and the def2-TZVPD basis).

Calculated values
LUMO level = 0.9 eV
SMILES string = C/C=N/OO
HOMO = -10.23 eV
Gap between HOMO and LUMO = 11.117 eV
Energy above the lowest of the compared OMol25 structures with the same formula, charge and spin = 587.6 kJ/mol
Total charge = 0
Energy = -284.24355 Ha
Largest force on an atom = 3.752 eV/A

The geometry in XYZ format:
```
10
Properties=species:S:1:pos:R:3:forces:R:3
C -0.36112 0.28767 -0.11090 -1.108 3.226 0.918
C -1.78665 -0.14564 -0.02964 0.763 1.183 -3.477
N 0.64761 -0.42966 0.05662 2.123 1.623 0.426
O 3.01481 -0.29903 -0.14158 -0.104 1.256 -2.114
O 1.94042 0.57961 0.16205 -1.490 -3.279 0.020
H -0.40267 1.43372 -0.21355 1.188 -1.492 0.060
H -2.40158 0.39433 0.63561 -0.228 0.722 1.076
H -2.16559 0.14734 -1.07003 0.072 -0.756 1.245
H -1.82201 -1.15843 0.11808 -0.578 -2.564 0.312
H 3.33678 -0.80991 0.59333 -0.639 0.080 1.534
```
Positions in Å, forces in eV/Å.

(8)
Entry from the OMol25 dataset: the molecule C2H5NO2 at a distorted geometry (the ωB97M-V functional and the def2-TZVPD basis).

Calculated values
LUMO level = 0.8 eV
SMILES string = CO/C=N\O
HOMO = -9.48 eV
Gap between HOMO and LUMO = 10.289 eV
Energy above the lowest of the compared OMol25 structures with the same formula, charge and spin = 366.4 kJ/mol
Total charge = 0
Energy = -284.32781 Ha
Largest force on an atom = 4.800 eV/A

The geometry in XYZ format:
```
10
Properties=species:S:1:pos:R:3:forces:R:3
C -1.26667 -0.01571 -0.38223 0.923 0.904 -2.081
C 0.73706 -0.90506 0.42757 0.296 -3.335 0.903
H -2.28806 -0.27556 -0.68595 0.270 -0.154 0.811
H -1.09092 0.77105 0.35848 -0.923 -0.289 -0.205
H -0.74000 0.28407 -1.30898 -0.899 0.714 0.246
H 1.03464 -1.90374 0.92135 0.290 1.904 -0.836
H 1.57352 1.89198 0.44762 -2.192 -1.572 -2.483
N 1.56021 0.06048 0.41835 -1.211 -0.316 -0.045
O -0.49968 -1.15542 -0.04392 0.149 -0.139 1.051
O 0.97989 1.24791 -0.15229 3.296 2.282 2.639
```
Positions in Å, forces in eV/Å.